(1)
The following is a quantum chemistry calculation of a cluster of 2 separate species, C2H5IP2 in total at a distorted geometry, from OMol25.

* Kohn-Sham gap (alpha / beta): 6.488 / 7.306 eV
* total charge: 0
* HOMO energy (alpha / beta): -0.284 / -0.306 Eh
* E: -1059.4419 Ha
* ΔE to the lowest compared entry with this formula, charge and spin: 2.795 eV
* E_LUMO (alpha / beta): -1.2 / -1.0 eV

```
10
C2H5IP2, DFT ωB97M-V with the def2-TZVPD basis set
C -0.823 0.667 -0.795
C -0.517 1.275 0.425
P 0.712 -2.468 0.259
P 1.958 -1.283 1.313
I 1.150 2.513 0.449
H -1.909 0.494 -0.909
H -0.624 1.493 -1.641
H -0.242 -0.316 -0.928
H -1.073 1.257 1.320
H 1.367 -3.634 0.508
```


(2)
The following is a quantum chemistry calculation of a cluster of 3 separate species, C6H9N3 in total, from OMol25.

* Kohn-Sham gap: 11.685 eV
* total charge: 0
* HOMO energy: -0.413 Eh
* structure (SMILES): CC#N.CC#N.CC#N
* E: -398.2645 Ha
* ΔE to the lowest compared entry with this formula, charge and spin: 0.298 eV
* E_LUMO: 0.4 eV

```
18
C6H9N3, DFT ωB97M-V with the def2-TZVPD basis set
C -4.088 -1.678 -2.317
C -4.518 -2.038 -3.654
N -4.864 -2.307 -4.714
H -4.859 -1.921 -1.592
H -3.894 -0.605 -2.284
H -3.153 -2.173 -2.069
C 3.362 2.605 3.837
C 3.248 1.778 2.642
N 3.145 1.129 1.702
H 3.121 3.632 3.573
H 4.368 2.535 4.241
H 2.649 2.246 4.577
C 1.385 -0.447 -0.621
C -0.025 -0.733 -0.737
N -1.149 -0.953 -0.820
H 1.873 -1.162 0.036
H 1.531 0.548 -0.203
H 1.869 -0.456 -1.597
```


- Look up the E of the second one.
  -398.2645 Ha


- Which of these has the lowest ΔE to the lowest compared entry with this formula, charge and spin?
  C6H9N3


Please write out number 2 again, unchanged.
The following is a quantum chemistry calculation of a cluster of 3 separate species, C6H9N3 in total, from OMol25.

* Kohn-Sham gap: 11.685 eV
* total charge: 0
* HOMO energy: -0.413 Eh
* structure (SMILES): CC#N.CC#N.CC#N
* E: -398.2645 Ha
* ΔE to the lowest compared entry with this formula, charge and spin: 0.298 eV
* E_LUMO: 0.4 eV

```
18
C6H9N3, DFT ωB97M-V with the def2-TZVPD basis set
C -4.088 -1.678 -2.317
C -4.518 -2.038 -3.654
N -4.864 -2.307 -4.714
H -4.859 -1.921 -1.592
H -3.894 -0.605 -2.284
H -3.153 -2.173 -2.069
C 3.362 2.605 3.837
C 3.248 1.778 2.642
N 3.145 1.129 1.702
H 3.121 3.632 3.573
H 4.368 2.535 4.241
H 2.649 2.246 4.577
C 1.385 -0.447 -0.621
C -0.025 -0.733 -0.737
N -1.149 -0.953 -0.820
H 1.873 -1.162 0.036
H 1.531 0.548 -0.203
H 1.869 -0.456 -1.597
```